Entry 1:
Molecular formula: C17H31N2PReS2
Method: DFT, ωB97M-V with the def2-TZVPD basis set

Each line ends with the Mulliken charge.
Geometry (Å):
Re  -0.054  -0.943  -0.492  0.76
C  -3.797  -3.834  -0.119  -1.45
C  -2.426  -3.254  -0.293  0.34
S  -2.291  -1.511  -0.119  -0.46
C  -1.321  -3.977  -0.527  0.71
C  -1.311  -5.474  -0.629  -1.50
S  0.254  -3.208  -0.659  -0.45
H  -4.563  -3.093  -0.345  0.39
H  -3.956  -4.167  0.910  0.27
H  -3.953  -4.694  -0.772  0.35
H  -2.141  -5.837  -1.239  0.37
H  -1.397  -5.941  0.355  0.28
H  -0.385  -5.825  -1.082  0.39
C  3.098  -2.377  0.556  -1.45
P  1.939  -0.987  0.692  0.65
C  2.054  -0.553  2.455  -1.38
C  2.637  0.363  -0.384  2.10
C  4.101  0.306  -0.633  -0.89
C  4.965  1.245  -0.163  -0.40
C  4.501  2.384  0.526  -0.75
C  3.114  2.584  0.651  -0.59
C  2.218  1.668  0.197  -1.06
H  3.187  -2.697  -0.481  0.40
H  2.714  -3.218  1.132  0.42
H  4.078  -2.083  0.936  0.43
H  3.088  -0.351  2.739  0.40
H  1.673  -1.384  3.051  0.40
H  1.447  0.328  2.654  0.33
H  4.471  -0.540  -1.200  0.37
H  6.026  1.132  -0.350  0.40
H  5.197  3.120  0.899  0.41
H  2.748  3.499  1.101  0.42
H  1.156  1.853  0.313  0.52
C  -2.835  3.294  1.363  -1.75
C  -2.435  2.783  -0.018  1.49
C  -1.801  3.905  -0.834  -1.75
C  -3.664  2.219  -0.733  -1.59
N  -1.403  1.758  0.248  -0.28
N  -0.917  1.067  -0.914  -0.45
H  -3.589  4.075  1.273  0.42
H  -1.970  3.700  1.886  0.40
H  -3.257  2.489  1.968  0.40
H  -2.497  4.739  -0.929  0.47
H  -1.548  3.583  -1.845  0.34
H  -0.894  4.263  -0.346  0.38
H  -4.432  2.989  -0.816  0.45
H  -4.081  1.372  -0.185  0.34
H  -3.450  1.890  -1.753  0.38
H  -1.802  1.037  0.845  0.30
H  -0.234  1.666  -1.371  0.29
H  -1.678  0.890  -1.575  0.26
C  1.694  -0.113  -1.556  -1.70
H  1.504  0.729  -2.238  0.39
H  2.219  -0.871  -2.145  0.47

Forces on atoms 1 to 6 (eV/Å):
-0.13 -0.13 0.04
-0.12 -0.08 0.00
0.22 0.07 -0.03
-0.09 0.08 -0.12
-0.06 0.13 -0.01
-0.05 -0.13 -0.02

Properties
spin multiplicity: 4
<S²>: 3.802
charge: 0
highest occupied orbital energy (spin up / spin down): -0.2442 / -0.2594 Ha
HOMO-LUMO gap (spin up / spin down): 7.2 / 6.6 eV

Entry 2:
Molecular formula: C9H12P2
Method: DFT, ωB97M-V with the def2-TZVPD basis set

Each line ends with the Mulliken charge.
Geometry (Å):
C  -2.770  -1.328  -0.508  -0.15
C  -2.671  -0.309  0.396  -0.89
C  -1.747  -1.831  -1.236  -0.76
C  -1.440  0.257  0.557  -0.21
C  -0.420  -1.549  -0.835  -0.45
C  -0.328  -0.451  0.046  1.31
C  0.984  0.128  0.228  -0.34
C  0.986  2.497  -0.186  -1.08
C  1.360  1.440  0.789  -0.54
P  2.292  -1.176  2.354  -0.05
P  2.440  -1.037  0.371  -0.02
H  -3.771  -1.820  -0.642  0.29
H  -3.556  0.160  0.751  0.39
H  -1.956  -2.639  -1.917  0.35
H  -1.383  1.208  1.150  0.23
H  0.445  -2.001  -1.403  0.14
H  1.277  3.547  0.016  0.36
H  1.236  2.122  -1.290  0.24
H  -0.101  2.410  -0.156  0.28
H  2.544  1.558  0.804  0.33
H  1.002  1.637  1.739  0.47
H  3.577  -0.803  -0.474  0.10
H  2.001  -2.022  -0.556  0.02

Forces on atoms 1 to 6 (eV/Å):
-3.34 -1.36 -0.23
0.26 0.77 -0.68
2.35 -1.59 0.67
0.34 0.21 0.94
-1.61 0.72 -1.50
1.25 1.09 -0.40

Properties
charge: 0
highest occupied orbital energy: -0.2681 Ha
HOMO-LUMO gap: 6.1 eV

Entry 3:
Molecular formula: C32H25Cl2N6NaO4S
Method: DFT, ωB97M-V with the def2-TZVPD basis set

Each line ends with the Mulliken charge.
Geometry (Å):
Na  0.137  -0.868  -0.067  0.95
C  1.167  2.375  -1.235  -0.37
O  0.800  3.102  -0.060  -0.51
C  -0.552  3.281  0.070  0.40
C  -1.147  4.402  -0.492  -0.51
C  -2.503  4.640  -0.328  -0.48
C  -3.266  3.747  0.417  -0.80
C  -2.673  2.632  0.986  -0.11
C  -1.312  2.376  0.819  -0.02
N  -0.675  1.210  1.320  0.20
N  -1.183  0.859  2.425  -0.35
C  -0.733  -0.226  3.114  0.22
C  0.429  -1.009  2.785  0.10
O  1.166  -0.822  1.792  -0.42
C  0.769  -2.083  3.716  -0.70
C  0.029  -2.370  4.799  -1.00
C  -1.129  -1.596  5.145  1.04
C  -1.879  -1.894  6.293  -0.85
C  -2.978  -1.145  6.643  -0.49
C  -3.345  -0.068  5.824  -0.69
C  -2.630  0.235  4.690  -0.31
C  -1.496  -0.519  4.309  0.59
H  1.015  2.990  -2.128  0.36
H  0.575  1.466  -1.340  0.06
H  2.209  2.094  -1.123  0.18
H  -0.521  5.082  -1.059  0.42
H  -2.961  5.512  -0.780  0.36
H  -4.329  3.914  0.545  0.35
H  -3.257  1.917  1.549  0.42
H  1.639  -2.669  3.445  0.43
H  0.291  -3.209  5.437  0.27
H  -1.575  -2.741  6.900  0.33
H  -3.555  -1.388  7.527  0.36
H  -4.211  0.532  6.081  0.37
H  -2.927  1.063  4.064  0.38
O  -1.533  -1.339  -4.395  -0.70
C  -0.534  -1.315  -5.292  0.20
C  -0.853  -1.388  -6.651  -0.63
C  0.145  -1.354  -7.608  -0.31
C  1.480  -1.245  -7.228  -0.71
C  1.794  -1.175  -5.880  -0.30
C  0.811  -1.215  -4.896  0.21
C  1.151  -1.102  -3.439  0.67
O  0.187  -1.108  -2.609  -0.66
N  2.432  -1.014  -3.144  -1.00
N  2.606  -0.631  -1.839  0.64
C  3.663  -1.023  -1.254  -1.07
C  3.950  -0.570  0.117  1.01
C  4.725  -1.367  0.962  -0.84
C  4.915  -0.966  2.273  -0.28
C  4.329  0.215  2.701  -0.71
C  3.593  0.949  1.780  -0.14
N  3.423  0.589  0.517  -0.06
H  -1.060  -1.293  -3.493  0.30
H  -1.898  -1.470  -6.926  0.40
H  -0.120  -1.410  -8.658  0.34
H  2.264  -1.213  -7.975  0.37
H  2.820  -1.089  -5.548  0.44
H  4.350  -1.731  -1.726  0.31
H  5.131  -2.302  0.596  0.37
H  5.493  -1.578  2.956  0.37
H  4.425  0.559  3.723  0.37
H  3.106  1.873  2.076  0.43
S  -2.332  -4.913  1.775  -0.54
C  -1.678  -3.557  1.081  0.22
N  -1.219  -2.604  0.589  -0.86
Cl  -1.955  2.176  -3.560  -0.18
C  -3.123  0.960  -2.999  -0.48
Cl  -2.613  0.140  -1.529  -0.05
H  -3.214  0.216  -3.780  0.33
H  -4.054  1.476  -2.795  0.37

Forces on atoms 1 to 6 (eV/Å):
0.04 0.11 -0.77
0.00 -0.02 -0.02
0.03 0.05 -0.02
-0.01 0.01 0.03
-0.01 0.00 -0.01
0.00 0.00 0.02

Properties
charge: -2
highest occupied orbital energy: -0.0753 Ha
HOMO-LUMO gap: 5.9 eV

Per-record energy above the lowest of the compared OMol25 structures with the same formula, charge and spin, kcal per mole: 14.5 41.8 18.7
Per-record DFT total energy, eV: -54199.869 -28099.863 -91019.906